Molecular formula: C27H30IN7O2S2V
Method: DFT, ωB97M-V/def2-TZVPD

Geometry as XYZ:
```
70
Properties=species:S:1:pos:R:3:forces:R:3
H -0.24040 -6.58545 1.19959 0.00 0.00 0.00
C -2.00186 -1.66145 -3.16377 0.08 0.00 0.06
C 3.72688 1.07392 4.62789 -0.02 -0.01 -0.05
H -2.58178 3.01946 2.93161 -0.01 0.00 0.00
C -2.65018 -2.29476 -4.21190 -0.04 0.00 -0.03
C -3.69671 3.48342 -0.65933 -0.02 0.02 0.00
N 3.55133 -4.16197 0.00479 0.05 -0.01 -0.03
H 5.19244 2.60486 4.18939 0.00 0.01 0.00
O -0.83771 -0.52340 -0.97588 -0.14 -0.39 -0.34
H 2.20655 -0.43062 4.75041 -0.01 -0.01 0.00
C 2.76120 0.24567 4.11254 0.06 0.05 0.01
N 2.03408 0.44390 -0.22514 -0.09 0.10 -0.27
C 3.03698 1.81266 -1.67283 0.04 0.02 -0.05
H 4.38228 -4.26458 0.56263 0.00 -0.01 0.00
H -1.43968 -2.84894 -0.53459 0.01 0.01 0.00
H -4.40800 -2.33994 -5.44414 0.00 0.00 0.00
N -2.37165 1.22591 -0.96854 -0.11 0.08 -0.02
H -2.70689 3.36091 -2.56357 0.00 0.00 -0.01
C -0.16936 -5.50947 1.11509 -0.02 0.06 -0.03
H 4.20273 2.72197 -0.14055 0.01 -0.01 -0.02
C 3.30510 -3.02980 -0.69146 -0.14 -0.05 0.05
H -2.18131 -3.13453 -4.70827 0.01 0.00 0.00
H 3.76365 -1.08859 -0.73033 -0.02 0.04 0.01
H 3.38747 2.36456 -2.52576 0.01 0.01 0.01
H -1.08451 4.13513 1.29526 -0.01 0.01 0.00
H 3.94158 1.04865 5.68935 0.01 0.00 0.00
H -3.95613 3.98312 2.36227 -0.01 0.00 0.00
N 0.03239 -2.75479 0.89451 0.01 -0.12 0.02
C -2.87236 3.97225 2.49109 0.01 0.00 -0.01
N 4.08843 -1.97449 -0.37789 0.00 0.02 0.00
C 0.81572 -3.41731 1.74722 -0.07 -0.07 -0.02
C 4.12569 1.96001 2.45140 -0.01 0.00 0.00
H 1.49515 -2.80995 2.33269 0.01 0.00 -0.01
C -1.88714 1.98901 0.03432 0.13 -0.07 -0.02
C -3.89719 -1.84702 -4.62691 0.03 -0.01 0.01
H -2.69841 4.98643 -1.85748 0.01 0.00 0.00
N -2.54152 3.15840 0.17693 -0.04 -0.03 -0.04
O 1.51233 -0.59203 2.33177 -0.17 -0.12 -0.30
C -4.48479 -0.76066 -3.99337 -0.05 0.01 -0.03
V 0.36546 -0.56336 0.61971 0.48 0.62 0.62
I 2.05618 -5.76593 3.16710 -0.03 0.01 -0.02
C 4.42932 1.94999 3.79257 -0.01 -0.01 0.01
C -3.83207 -0.12235 -2.95146 0.00 0.05 0.05
C 2.42450 0.23475 2.73397 0.05 -0.10 0.16
C 0.74598 -4.79591 1.86862 0.07 -0.02 0.07
C -0.84906 -3.43569 0.15712 -0.01 0.03 -0.04
H 3.06807 -4.99266 -0.28607 -0.01 -0.01 0.00
C -0.99049 -4.80676 0.24615 0.02 -0.04 0.03
N 3.52395 2.03115 -0.40074 -0.03 -0.01 0.02
C 2.11567 0.82855 -1.55060 0.05 -0.04 0.11
S -0.59449 1.66203 1.12009 -0.10 -0.07 0.08
H -5.45659 -0.40868 -4.31547 0.00 0.00 0.00
H -2.60384 4.77054 3.18387 0.00 0.01 0.01
C -2.16311 4.16624 1.15868 0.00 0.03 0.02
H 4.67879 2.63908 1.81152 0.01 0.01 0.02
H 4.53901 -1.94780 0.52416 0.00 0.01 -0.01
C 2.88914 1.19291 0.45771 -0.12 -0.22 0.11
S 2.09313 -2.95134 -1.83806 0.10 -0.02 -0.02
C 3.14149 1.12860 1.89335 0.11 0.15 -0.05
H 1.51171 0.35367 -2.30358 -0.01 0.00 0.00
H -4.27653 0.72901 -2.45503 0.00 0.00 0.00
C -3.29447 4.08296 -1.99813 0.01 -0.01 0.01
H -4.17886 4.34644 -2.58010 -0.01 0.01 0.00
H -4.30530 4.19040 -0.09196 0.00 -0.01 0.00
H -1.72001 -5.31777 -0.36597 0.00 0.01 0.00
H -1.02509 -1.99306 -2.83383 0.00 -0.02 -0.02
H -4.28640 2.58312 -0.80950 0.00 -0.01 0.00
C -1.85724 0.08529 -1.38760 -0.09 0.12 0.03
H -2.41617 5.13776 0.72796 0.00 0.00 0.00
C -2.58706 -0.57167 -2.52352 0.00 -0.02 -0.08
```
Forces are in eV/Å.

Energy in a.u.: -3618.89595
Spin multiplicity: 4
Highest occupied orbital energy (alpha / beta) in eV: -6.37 / -7.33
<S²>: 3.758
Orbital gap (alpha / beta) in hartree: 0.2430 / 0.2784
Relative energy (zero: lowest compared OMol25 entry of this formula, charge and spin) in kJ/mol: 70.60

Let us look at the natural (NBO) charges, expressed in e, one per atom: number 1, H, carries 0.23; number 2, C, carries -0.20; number 3, C, carries -0.19; number 4, H, carries 0.23; number 5, C, carries -0.22; number 6, C, carries -0.21; number 7, N, carries -0.80; number 8, H, carries 0.21; number 9, O, carries -0.75; number 10, H, carries 0.21; number 11, C, carries -0.24; number 12, N, carries -0.56; number 13, C, carries -0.09; number 14, H, carries 0.39; number 15, H, carries 0.23; number 16, H, carries 0.21; number 17, N, carries -0.68; number 18, H, carries 0.23; number 19, C, carries -0.19; number 20, H, carries 0.42; number 21, C, carries 0.30; number 22, H, carries 0.21; number 23, H, carries 0.42; number 24, H, carries 0.22; number 25, H, carries 0.23; number 26, H, carries 0.21; number 27, H, carries 0.20; number 28, N, carries -0.51; number 29, C, carries -0.62; number 30, N, carries -0.79; number 31, C, carries 0.03; number 32, C, carries -0.15; number 33, H, carries 0.25; number 34, C, carries 0.37; number 35, C, carries -0.20; number 36, H, carries 0.20; number 37, N, carries -0.40; number 38, O, carries -0.82; number 39, C, carries -0.21; number 40, V, carries 1.19; number 41, I, carries 0.16; number 42, C, carries -0.29; number 43, C, carries -0.20; number 44, C, carries 0.38; number 45, C, carries -0.19; number 46, C, carries 0.08; number 47, H, carries 0.42; number 48, C, carries -0.24; number 49, N, carries -0.52; number 50, C, carries -0.08; number 51, S, carries -0.27; number 52, H, carries 0.21; number 53, H, carries 0.21; number 54, C, carries -0.21; number 55, H, carries 0.18; number 56, H, carries 0.39; number 57, C, carries 0.40; number 58, S, carries -0.28; number 59, C, carries -0.24; number 60, H, carries 0.24; number 61, H, carries 0.23; number 62, C, carries -0.62; number 63, H, carries 0.21; number 64, H, carries 0.19; number 65, H, carries 0.23; number 66, H, carries 0.23; number 67, H, carries 0.22; number 68, C, carries 0.64; number 69, H, carries 0.19; number 70, C, carries -0.06